DFT (ωB97M-V/def2-TZVPD) results for a structure of composition C38H96AsF12N7O16S2 at a distorted geometry.

## Properties
Gap between HOMO and LUMO, Ha: 0.2620
DFT total energy, Ha: -7321.54409
Total charge: +4
E_HOMO, eV: -13.1192

Atoms and positions in Å:
C  -4.054  5.596  -1.307
O  -4.963  5.995  -2.290
C  -4.442  5.905  -3.540
C  -5.391  6.273  -4.706
N  -6.073  7.675  -4.355
H  -5.965  7.824  -3.362
H  -5.529  8.361  -4.859
C  -7.537  7.937  -4.727
C  -7.560  8.222  -6.248
O  -6.901  7.102  -6.875
C  -7.202  7.087  -8.274
H  -3.141  6.188  -1.364
H  -3.789  4.540  -1.330
H  -4.526  5.850  -0.358
H  -4.121  4.876  -3.703
H  -3.539  6.516  -3.541
H  -6.004  5.391  -4.893
H  -4.811  6.533  -5.592
H  -7.964  8.733  -4.117
H  -8.093  7.013  -4.569
H  -7.135  9.210  -6.425
H  -8.593  8.274  -6.594
H  -6.717  6.255  -8.784
H  -6.909  8.026  -8.743
H  -8.273  6.909  -8.366
C  -6.333  1.433  3.778
O  -6.787  1.385  5.126
C  -6.713  2.730  5.512
C  -7.368  2.816  6.875
N  -8.477  1.787  7.171
H  -8.256  0.893  6.757
H  -8.460  1.591  8.162
C  -9.896  2.243  6.747
C  -10.877  1.074  6.844
O  -10.347  -0.017  6.027
C  -11.466  -0.796  5.426
H  -6.903  0.706  3.199
H  -5.285  1.523  3.492
H  -6.766  2.246  3.196
H  -7.205  3.495  4.911
H  -5.706  3.127  5.386
H  -7.792  3.813  6.994
H  -6.660  2.592  7.673
H  -9.774  2.631  5.736
H  -10.255  3.094  7.326
H  -11.830  1.537  6.587
H  -11.111  0.889  7.893
H  -11.986  -1.346  6.211
H  -11.147  -1.623  4.791
H  -12.173  -0.200  4.851
C  -0.173  3.183  -4.257
O  0.268  4.398  -3.728
C  1.324  5.111  -4.392
C  1.760  6.116  -3.357
N  2.691  5.452  -2.346
H  3.392  4.882  -2.798
H  3.335  6.156  -2.013
C  1.995  4.718  -1.113
C  1.834  5.708  0.098
O  1.419  6.921  -0.346
C  1.391  7.901  0.695
H  -0.835  2.763  -3.500
H  0.700  2.637  -4.615
H  -0.742  3.294  -5.181
H  0.898  5.632  -5.249
H  2.138  4.455  -4.699
H  0.984  6.688  -2.848
H  2.445  6.832  -3.812
H  2.665  3.968  -0.694
H  1.107  4.230  -1.513
H  2.816  5.693  0.570
H  1.067  5.308  0.763
H  1.551  8.917  0.336
H  2.281  7.798  1.317
H  0.403  7.913  1.154
C  -5.983  -7.672  0.397
O  -5.210  -6.491  0.174
C  -3.759  -6.778  0.342
C  -3.022  -5.380  0.341
N  -3.875  -4.460  1.174
H  -3.549  -3.602  0.753
H  -4.839  -4.628  0.925
C  -3.684  -4.516  2.715
C  -4.998  -3.991  3.348
O  -6.093  -4.564  2.714
C  -7.446  -4.167  3.069
H  -6.104  -8.007  1.428
H  -5.599  -8.410  -0.307
H  -6.976  -7.459  0.001
H  -3.363  -7.417  -0.448
H  -3.571  -7.323  1.267
H  -3.075  -4.885  -0.629
H  -2.045  -5.499  0.810
H  -2.830  -3.966  3.111
H  -3.591  -5.549  3.052
H  -4.998  -2.904  3.440
H  -5.040  -4.367  4.370
H  -7.921  -4.752  3.857
H  -8.022  -4.240  2.147
H  -7.511  -3.122  3.371
C  2.522  -6.367  3.840
O  3.641  -5.646  3.528
C  4.781  -6.029  4.233
C  5.970  -5.534  3.453
N  6.092  -4.007  3.515
H  6.001  -3.705  4.474
H  7.016  -3.778  3.178
C  5.054  -3.273  2.645
C  5.584  -1.872  2.451
O  6.933  -1.921  1.862
C  7.747  -0.786  2.131
H  2.210  -6.033  4.830
H  2.777  -7.423  3.756
H  1.728  -6.261  3.101
H  4.770  -7.118  4.176
H  4.734  -5.809  5.299
H  6.031  -5.758  2.388
H  6.899  -5.841  3.933
H  4.188  -3.360  3.301
H  5.063  -3.790  1.685
H  5.597  -1.588  3.503
H  4.859  -1.342  1.833
H  8.805  -1.047  2.106
H  7.516  -0.263  3.060
H  7.746  0.044  1.425
C  4.812  -4.992  -2.131
O  6.190  -5.257  -1.781
C  7.102  -4.614  -2.630
C  8.419  -5.217  -2.498
N  8.254  -6.737  -2.428
H  7.307  -6.886  -2.111
H  8.282  -7.098  -3.371
C  9.291  -7.673  -1.698
C  10.786  -7.473  -2.158
O  10.777  -7.560  -3.555
C  12.056  -7.204  -4.091
H  4.543  -5.343  -3.127
H  4.585  -3.932  -2.021
H  4.166  -5.546  -1.450
H  7.356  -3.586  -2.369
H  6.888  -4.780  -3.685
H  8.848  -4.859  -1.562
H  9.085  -4.974  -3.326
H  8.982  -8.659  -2.048
H  9.145  -7.677  -0.618
H  11.523  -8.198  -1.813
H  11.076  -6.427  -2.052
H  12.444  -6.231  -3.787
H  12.082  -7.176  -5.180
H  12.726  -8.018  -3.815
As  0.013  -0.426  0.344
F  -1.054  -1.489  -0.709
F  1.189  -0.130  -1.024
F  0.942  0.464  1.573
F  -1.294  -0.694  1.533
F  0.854  -1.958  0.856
F  -0.875  1.093  -0.152
C  7.208  4.206  -0.034
F  6.531  5.265  0.244
F  8.224  4.140  0.941
F  6.408  3.130  0.115
S  8.082  4.113  -1.829
O  8.416  5.460  -2.242
O  9.297  3.245  -1.713
N  6.772  3.653  -2.713
S  7.129  2.243  -3.275
O  8.157  2.223  -4.301
O  7.329  1.211  -2.287
C  5.490  1.702  -4.148
F  4.415  1.992  -3.472
F  5.433  2.327  -5.359
F  5.535  0.414  -4.389

Mulliken population analysis, charges in e, atoms 1 to 99: -0.755, -0.369, -0.695, -0.443, -0.125, 0.403, 0.369, -0.632, -0.609, -0.262, -0.784, 0.332, 0.325, 0.256, 0.469, 0.386, 0.355, 0.312, 0.398, 0.316, 0.401, 0.439, 0.267, 0.330, 0.319, -1.019, -0.292, -0.516, -0.766, -0.178, 0.437, 0.403, -0.684, -0.581, -0.292, -0.772, 0.341, 0.427, 0.356, 0.388, 0.509, 0.343, 0.397, 0.360, 0.435, 0.408, 0.402, 0.333, 0.225, 0.334, -0.718, -0.190, -0.584, -0.540, -0.086, 0.180, 0.421, -0.538, -0.656, -0.274, -0.809, 0.226, 0.300, 0.298, 0.368, 0.376, 0.278, 0.458, 0.426, 0.254, 0.471, 0.423, 0.281, 0.345, 0.283, -0.835, -0.366, -0.568, -0.670, -0.181, 0.399, 0.453, -0.593, -0.544, -0.304, -0.775, 0.298, 0.391, 0.271, 0.504, 0.370, 0.443, 0.322, 0.389, 0.304, 0.439, 0.375, 0.285, 0.301

---

DFT (ωB97M-V/def2-TZVPD) results for a cluster of 10 separate species, C38H96O10 in total at a distorted geometry.

## Properties
Gap between HOMO and LUMO, Ha: 0.3697
DFT total energy, Ha: -2257.46223
Total charge: 0
E_HOMO, eV: -9.5482
Structure (SMILES): CCOCC.CCOCC.CCOCC.CCOCC.CCOCC.CCOCC.CCOCC.CCOCC.CCOCC.CCO

Atoms and positions in Å:
C  8.668  4.502  4.626
C  9.235  5.743  5.390
O  8.279  6.008  6.480
C  8.448  5.197  7.600
C  7.382  5.697  8.670
H  9.454  4.227  3.922
H  8.459  3.640  5.260
H  7.824  4.657  3.954
H  10.241  5.533  5.752
H  9.213  6.594  4.709
H  8.253  4.136  7.440
H  9.407  5.369  8.087
H  7.358  5.056  9.551
H  6.430  5.290  8.330
H  7.358  6.702  9.092
C  -10.639  3.969  -8.046
C  -9.203  4.554  -7.886
O  -8.359  3.488  -7.549
C  -6.959  3.832  -7.524
C  -6.255  2.558  -7.032
H  -10.889  3.329  -7.200
H  -11.350  4.788  -8.153
H  -10.694  3.358  -8.946
H  -8.924  5.005  -8.838
H  -9.289  5.388  -7.189
H  -6.597  4.009  -8.537
H  -6.775  4.730  -6.935
H  -6.533  1.670  -7.600
H  -6.311  2.308  -5.972
H  -5.203  2.844  -7.062
C  -1.363  7.312  -2.163
C  -2.058  7.127  -0.927
O  -3.455  7.092  -1.260
C  -4.177  6.739  -0.087
C  -5.593  7.260  -0.336
H  -1.949  7.776  -2.956
H  -0.338  7.668  -2.257
H  -1.244  6.268  -2.454
H  -1.678  6.180  -0.544
H  -1.968  7.981  -0.256
H  -4.273  5.695  0.213
H  -3.804  7.186  0.835
H  -5.589  8.326  -0.111
H  -6.232  6.760  0.392
H  -5.990  7.082  -1.336
C  -3.269  -6.856  -0.298
C  -4.204  -7.838  0.327
O  -3.740  -8.166  1.643
C  -4.609  -8.933  2.398
C  -4.094  -8.970  3.917
H  -2.319  -7.372  -0.430
H  -3.606  -6.419  -1.238
H  -3.104  -6.039  0.404
H  -5.156  -7.323  0.457
H  -4.364  -8.772  -0.213
H  -5.652  -8.622  2.326
H  -4.651  -9.948  2.004
H  -4.173  -7.929  4.229
H  -3.058  -9.273  4.071
H  -4.713  -9.494  4.646
C  -6.014  -5.120  -6.741
C  -7.223  -4.636  -5.810
O  -6.804  -3.625  -4.901
C  -7.829  -2.954  -4.128
C  -9.087  -2.410  -4.849
H  -6.289  -5.966  -7.371
H  -5.590  -4.331  -7.362
H  -5.201  -5.431  -6.085
H  -8.034  -4.233  -6.417
H  -7.483  -5.476  -5.166
H  -8.145  -3.679  -3.378
H  -7.234  -2.207  -3.603
H  -8.885  -1.745  -5.689
H  -9.757  -1.916  -4.145
H  -9.698  -3.248  -5.187
C  9.241  -7.886  3.437
C  10.348  -6.881  3.173
O  9.992  -5.926  2.143
C  8.918  -5.000  2.458
C  8.430  -4.234  1.237
H  8.469  -7.432  4.058
H  8.801  -8.314  2.536
H  9.670  -8.751  3.944
H  10.706  -6.359  4.061
H  11.147  -7.415  2.658
H  7.983  -5.428  2.820
H  9.270  -4.364  3.270
H  7.983  -4.986  0.587
H  9.343  -3.957  0.710
H  7.708  -3.482  1.553
C  2.766  1.386  -0.860
C  2.160  1.247  0.600
O  0.706  1.320  0.633
C  -0.018  0.322  0.059
C  -1.409  0.815  -0.286
H  3.813  1.687  -0.840
H  2.525  0.618  -1.596
H  2.270  2.240  -1.322
H  2.461  0.264  0.961
H  2.484  2.071  1.236
H  0.415  -0.075  -0.860
H  -0.264  -0.532  0.689
H  -1.382  1.706  -0.913
H  -1.947  0.985  0.647
H  -1.870  0.079  -0.945
C  2.000  -1.029  8.561
C  1.576  0.043  7.606
O  0.166  -0.100  7.438
C  -0.251  -1.231  6.586
C  -1.692  -1.059  6.272
H  2.076  -2.009  8.090
H  2.977  -0.959  9.038
H  1.190  -1.176  9.276
H  1.658  0.974  8.167
H  2.128  0.045  6.666
H  0.358  -1.244  5.682
H  0.094  -2.146  7.068
H  -2.010  -0.018  6.213
H  -2.359  -1.548  6.982
H  -1.944  -1.497  5.306
C  2.720  -5.163  -5.928
C  3.270  -3.805  -5.545
O  2.306  -2.776  -5.957
C  2.413  -2.365  -7.271
C  1.034  -1.630  -7.537
H  2.953  -5.452  -6.953
H  3.144  -5.912  -5.260
H  1.633  -5.218  -5.870
H  3.424  -3.904  -4.470
H  4.266  -3.672  -5.966
H  3.191  -1.602  -7.298
H  2.581  -3.126  -8.033
H  0.829  -0.989  -6.680
H  0.159  -2.264  -7.681
H  0.927  -1.112  -8.490
C  2.662  8.071  4.727
C  3.563  9.109  4.143
O  4.733  8.632  3.544
H  2.483  7.289  3.989
H  1.668  8.357  5.071
H  3.153  7.594  5.575
H  3.857  9.820  4.915
H  2.906  9.647  3.459
H  5.106  8.001  4.163

Mulliken population analysis, charges in e, atoms 1 to 99: -0.947, -0.320, -0.296, -0.166, -1.308, 0.344, 0.281, 0.258, 0.295, 0.272, 0.262, 0.276, 0.410, 0.312, 0.326, -1.164, -0.302, -0.250, -0.230, -1.167, 0.305, 0.368, 0.285, 0.301, 0.300, 0.258, 0.316, 0.280, 0.323, 0.376, -1.209, -0.070, -0.308, -0.255, -1.120, 0.295, 0.353, 0.272, 0.221, 0.317, 0.274, 0.302, 0.260, 0.362, 0.305, -1.158, -0.200, -0.295, -0.332, -1.110, 0.290, 0.365, 0.280, 0.286, 0.302, 0.329, 0.305, 0.287, 0.287, 0.366, -1.179, -0.190, -0.357, -0.287, -1.106, 0.348, 0.323, 0.295, 0.285, 0.271, 0.298, 0.297, 0.304, 0.368, 0.329, -1.062, -0.244, -0.351, -0.200, -1.175, 0.299, 0.282, 0.378, 0.298, 0.245, 0.261, 0.328, 0.280, 0.310, 0.351, -1.064, -0.246, -0.344, -0.103, -1.218, 0.358, 0.295, 0.307, 0.274

---

DFT (ωB97M-V/def2-TZVPD) results for a cluster of 8 separate species, C38H98N6O13 in total at a distorted geometry.

## Properties
Gap between HOMO and LUMO, Ha: 0.3271
DFT total energy, Ha: -2812.71921
Total charge: 0
E_HOMO, eV: -8.4983
Structure (SMILES): COC[C@H](C)N.COCCNCCOC.COCCNCCOC.COCCNCCOC.COCCNCCOC.COCCNCCOC.CCO.CCO

Atoms and positions in Å:
C  -9.064  15.337  6.659
O  -8.415  16.106  5.615
C  -7.444  15.414  4.870
C  -6.576  16.439  4.216
C  -5.291  15.914  3.596
N  -6.230  17.463  5.150
H  -9.709  14.509  6.364
H  -9.800  15.950  7.180
H  -8.287  15.048  7.367
H  -6.884  14.769  5.547
H  -7.866  14.714  4.149
H  -7.227  16.986  3.535
H  -4.818  16.790  3.151
H  -5.460  15.307  2.707
H  -4.505  15.497  4.226
H  -5.879  17.068  6.010
H  -7.161  17.691  5.465
C  -3.515  23.115  9.856
O  -4.105  22.521  11.008
C  -3.931  21.091  10.954
C  -4.544  20.482  12.270
N  -3.812  20.784  13.537
C  -3.428  19.550  14.216
C  -2.906  20.008  15.583
O  -1.533  20.396  15.509
C  -0.927  20.728  16.774
H  -3.944  24.117  9.831
H  -3.802  22.638  8.919
H  -2.456  23.301  10.035
H  -2.881  20.872  10.761
H  -4.538  20.907  10.068
H  -4.793  19.421  12.258
H  -5.542  20.907  12.380
H  -3.071  21.453  13.383
H  -2.719  19.005  13.593
H  -4.291  18.927  14.454
H  -3.012  19.146  16.241
H  -3.362  20.940  15.916
H  -0.936  19.947  17.535
H  -1.308  21.701  17.083
H  0.129  20.997  16.766
C  2.224  20.915  -6.814
O  2.776  19.646  -7.246
C  4.033  19.706  -7.897
C  4.131  18.357  -8.738
N  3.395  18.373  -10.000
C  3.529  16.999  -10.509
C  4.764  16.739  -11.304
O  4.972  15.306  -11.681
C  5.271  14.388  -10.652
H  1.365  20.827  -6.149
H  1.831  21.444  -7.682
H  3.037  21.527  -6.425
H  4.769  19.691  -7.093
H  4.038  20.562  -8.571
H  3.841  17.519  -8.105
H  5.200  18.175  -8.853
H  2.401  18.469  -9.850
H  2.721  16.999  -11.240
H  3.395  16.344  -9.648
H  5.635  17.026  -10.716
H  4.787  17.383  -12.184
H  6.209  14.699  -10.192
H  5.473  13.438  -11.147
H  4.481  14.364  -9.901
C  0.363  29.086  3.265
O  0.696  29.048  4.670
C  -0.368  29.655  5.429
C  0.194  30.394  6.652
N  -0.786  31.472  6.906
C  -0.449  32.383  8.000
C  -1.317  33.663  7.947
O  -1.062  34.536  6.842
C  0.169  34.899  6.333
H  -0.707  29.045  3.064
H  0.788  28.157  2.885
H  0.735  29.929  2.682
H  -1.162  29.017  5.816
H  -1.097  30.199  4.828
H  1.134  30.780  6.256
H  0.347  29.830  7.572
H  -1.268  31.848  6.102
H  0.625  32.568  7.969
H  -0.559  31.788  8.906
H  -1.289  34.249  8.866
H  -2.347  33.333  7.814
H  0.599  35.791  6.789
H  -0.111  35.092  5.297
H  0.948  34.138  6.378
C  2.886  19.160  0.704
O  2.090  18.180  0.078
C  2.591  16.819  0.156
C  1.685  15.786  -0.501
N  1.462  15.977  -1.961
C  2.530  15.497  -2.791
C  2.844  13.970  -2.748
O  3.305  13.614  -4.098
C  3.484  12.262  -4.163
H  3.021  19.918  -0.067
H  3.848  18.869  1.125
H  2.184  19.407  1.500
H  2.814  16.623  1.205
H  3.495  16.768  -0.450
H  0.741  15.949  0.020
H  2.050  14.778  -0.303
H  1.382  16.971  -2.117
H  3.369  16.175  -2.633
H  2.191  15.758  -3.794
H  1.999  13.320  -2.523
H  3.684  13.876  -2.059
H  4.360  11.857  -3.656
H  3.778  12.064  -5.194
H  2.663  11.610  -3.866
C  -13.232  21.638  8.311
O  -12.430  21.201  7.309
C  -11.062  21.683  7.421
C  -10.940  23.127  7.245
N  -11.884  23.595  6.254
C  -11.897  25.011  5.969
C  -10.760  25.491  5.146
O  -10.923  25.066  3.803
C  -9.856  24.217  3.265
H  -13.818  22.519  8.051
H  -12.638  21.750  9.219
H  -13.930  20.844  8.576
H  -10.396  21.179  6.721
H  -10.606  21.515  8.397
H  -9.911  23.295  6.927
H  -11.110  23.387  8.290
H  -11.672  22.966  5.493
H  -11.904  25.602  6.885
H  -12.825  25.340  5.501
H  -9.886  25.143  5.696
H  -10.881  26.570  5.053
H  -9.752  23.307  3.856
H  -8.872  24.671  3.150
H  -10.147  23.881  2.270
C  -3.450  22.340  1.299
C  -3.423  22.746  -0.128
O  -4.652  23.402  -0.508
H  -2.863  21.463  1.571
H  -4.439  22.353  1.759
H  -2.875  23.051  1.892
H  -3.136  21.801  -0.589
H  -2.609  23.466  -0.208
H  -5.303  22.782  -0.844
C  -3.545  29.406  -4.056
C  -3.998  28.817  -2.772
O  -5.135  27.996  -2.874
H  -2.878  30.255  -3.904
H  -4.274  29.704  -4.809
H  -2.951  28.724  -4.664
H  -4.374  29.641  -2.166
H  -3.301  28.171  -2.238
H  -4.973  27.125  -2.504

Mulliken population analysis, charges in e, atoms 1 to 99: -0.765, -0.294, -0.689, 0.454, -1.444, -0.794, 0.285, 0.258, 0.329, 0.359, 0.350, 0.282, 0.368, 0.381, 0.316, 0.250, 0.355, -0.755, -0.340, -0.470, -0.767, -0.282, -0.538, -0.658, -0.325, -0.786, 0.257, 0.326, 0.285, 0.343, 0.399, 0.409, 0.279, 0.231, 0.348, 0.397, 0.393, 0.356, 0.299, 0.313, 0.286, -0.750, -0.306, -0.698, -0.494, -0.419, -0.420, -0.445, -0.348, -0.631, 0.240, 0.290, 0.312, 0.325, 0.390, 0.337, 0.370, 0.270, 0.270, 0.349, 0.282, 0.296, 0.283, 0.235, 0.263, -0.683, -0.351, -0.513, -0.421, -0.282, -0.495, -0.651, -0.355, -0.574, 0.315, 0.254, 0.269, 0.325, 0.328, 0.303, 0.189, 0.265, 0.328, 0.369, 0.371, 0.283, 0.263, 0.209, 0.254, -0.767, -0.330, -0.442, -0.687, -0.418, -0.531, -0.602, -0.266, -0.806, 0.245